[1]
A molecular structure, C19H19AsCaN5O2S5Sb, computed with ωB97M-V/def2-TZVPD.

The LUMO energy comes out at 3.970 eV. Its highest occupied orbital energy is -2.181 eV. For the HOMO-LUMO gap, the calculation gives 6.2 eV.

ORCA input file:
```
! RIJCOSX wB97M-V def2-TZVPD def2/J DEFGRID3
* xyz -2 1
Ca 0.609 1.272 1.308
S -2.151 5.373 4.434
Sb -0.201 4.443 3.769
S -0.200 2.434 5.214
S -0.230 3.831 1.511
S 1.849 5.383 4.233
N 2.341 2.173 3.114
N 2.285 1.430 4.349
C 0.906 1.014 4.660
N 0.968 0.072 5.760
N 0.429 0.458 3.440
N -0.762 -0.024 3.355
O -1.182 -0.015 2.146
O -1.449 -0.439 4.278
H 3.265 2.014 2.728
H 2.254 3.177 3.308
H 2.572 2.059 5.096
H 1.254 0.583 6.590
H 0.019 -0.251 5.923
S 2.814 0.033 -0.069
C 2.606 -0.778 -1.604
C 3.677 -0.824 -2.514
C 3.567 -1.447 -3.741
C 2.375 -2.057 -4.118
C 1.304 -2.029 -3.238
C 1.407 -1.404 -1.998
As -0.050 -1.383 -0.702
C -0.825 0.382 -1.165
C -0.113 1.320 -1.911
C -0.648 2.585 -2.134
C -1.891 2.917 -1.622
C -2.602 1.988 -0.877
C -2.070 0.729 -0.639
C -1.347 -2.513 -1.653
C -1.413 -3.856 -1.298
C -2.283 -4.724 -1.947
C -3.112 -4.254 -2.954
C -3.065 -2.912 -3.309
C -2.187 -2.051 -2.665
H 4.606 -0.345 -2.229
H 4.421 -1.451 -4.410
H 2.278 -2.544 -5.081
H 0.373 -2.503 -3.526
H 0.868 1.070 -2.295
H -0.070 3.318 -2.683
H -2.288 3.915 -1.755
H -3.548 2.260 -0.428
H -2.605 0.039 0.002
H -0.782 -4.237 -0.502
H -2.313 -5.767 -1.654
H -3.796 -4.928 -3.456
H -3.710 -2.530 -4.091
H -2.154 -1.007 -2.954
*
```

[2]
2 unconnected molecules or ions with the total composition C19H19Br2Cl2IN3O5, computed with ωB97M-V/def2-TZVPD.

The LUMO energy comes out at -4.985 eV. Its highest occupied orbital energy is -11.465 eV. For the HOMO-LUMO gap, the calculation gives 6.5 eV.

ORCA input file:
```
! RIJCOSX wB97M-V def2-TZVPD def2/J DEFGRID3
* xyz 1 1
C 0.889 -2.617 0.661
C 1.209 -2.043 -0.697
O 2.299 -2.051 -1.191
N 0.088 -1.571 -1.448
C 0.414 -1.178 -2.835
C -0.862 -0.767 -0.796
C -0.579 0.557 -0.353
I 1.276 1.442 -0.579
N -1.465 1.299 0.268
N -2.661 0.778 0.434
C -3.075 -0.425 0.056
C -4.536 -0.738 0.304
Cl -4.883 -0.406 2.020
C -5.431 0.120 -0.620
C -5.102 -0.137 -2.095
Cl -7.126 -0.272 -0.275
C -2.136 -1.271 -0.564
C -2.498 -2.652 -0.973
Br -2.557 -2.968 -2.832
C -2.736 -3.656 -0.133
C -3.070 -5.069 -0.520
Br -2.597 -3.332 1.725
H 0.157 -2.027 1.216
H 1.817 -2.665 1.231
H 0.511 -3.633 0.529
H 0.532 -2.086 -3.426
H -0.426 -0.618 -3.252
H 1.315 -0.569 -2.884
H -3.306 1.378 0.945
H -4.730 -1.787 0.090
H -5.281 1.178 -0.390
H -4.404 0.617 -2.472
H -4.672 -1.125 -2.256
H -6.005 -0.062 -2.700
H -2.182 -5.563 -0.923
H -3.416 -5.633 0.345
H -3.857 -5.080 -1.278
C 4.740 4.356 2.884
C 6.069 4.436 3.069
C 7.063 3.985 2.016
O 8.240 4.115 2.288
C 6.561 3.433 0.771
C 5.237 3.360 0.597
C 4.248 3.823 1.641
O 3.066 3.698 1.348
O 4.643 2.880 -0.492
O 6.630 4.906 4.165
H 4.027 4.676 3.630
H 7.273 3.104 0.028
H 3.689 3.004 -0.308
H 7.598 4.854 4.029
*
```

[3]
A molecular structure, C19H19BrIIrN5O5S, computed with ωB97M-V/def2-TZVPD.

The LUMO energy comes out at -3.142 eV. Its highest occupied orbital energy is -11.255 eV. For the HOMO-LUMO gap, the calculation gives 8.1 eV.

ORCA input file:
```
! RIJCOSX wB97M-V def2-TZVPD def2/J DEFGRID3
* xyz 1 1
Ir 0.206 -0.321 0.405
C 0.615 4.746 0.009
C 1.626 3.668 0.103
N 2.895 3.810 0.306
N 3.398 2.531 0.319
C 2.469 1.605 0.122
S 2.553 -0.077 -0.008
N 1.336 2.320 -0.026
N 0.111 1.682 -0.218
H 1.117 5.704 0.111
H -0.129 4.650 0.802
H 0.099 4.714 -0.951
H 4.380 2.373 0.471
H -0.589 1.967 0.488
H -0.255 1.828 -1.157
Br -7.733 2.088 0.580
C -6.400 0.777 0.325
C -6.766 -0.510 -0.038
C -5.783 -1.472 -0.228
C -4.446 -1.147 -0.066
C -4.093 0.147 0.301
C -5.072 1.116 0.504
C -2.664 0.530 0.463
O -2.350 1.573 1.073
O -1.801 -0.233 -0.122
H -7.811 -0.757 -0.169
H -6.067 -2.477 -0.510
H -3.671 -1.885 -0.225
H -4.789 2.118 0.795
N -1.398 0.675 3.619
C -0.202 0.318 3.232
O 0.315 0.784 2.166
C 0.588 -0.624 4.080
I 2.415 0.294 4.668
H -1.971 1.211 2.960
H -1.802 0.318 4.469
H 0.856 -1.489 3.479
H 0.064 -0.926 4.981
O 0.197 -2.151 1.205
C 0.127 -2.733 0.061
O 0.199 -1.930 -0.921
C -0.030 -4.179 -0.089
C 0.376 -5.028 0.937
C 0.262 -6.397 0.769
C -0.282 -6.908 -0.403
C -0.695 -6.057 -1.421
C -0.562 -4.687 -1.271
H 0.787 -4.613 1.847
H 0.595 -7.068 1.550
H -0.390 -7.978 -0.521
H -1.118 -6.463 -2.329
H -0.870 -4.005 -2.052
*
```

[4]
C19H19Cl2N3O2 in the gas phase, computed with ωB97M-V/def2-TZVPD.

As for the SMILES: C/C(=N\NC(=O)c1ccc(Cl)c(Cl)c1)c1cccc(NC(=O)C(C)C)c1. The LUMO energy comes out at 0.125 eV. Its highest occupied orbital energy is -8.314 eV. For the HOMO-LUMO gap, the calculation gives 8.4 eV.

ORCA input file:
```
! RIJCOSX wB97M-V def2-TZVPD def2/J DEFGRID3
* xyz 0 1
C 0.771 -1.456 -0.320
C 0.823 0.049 -0.314
N 1.879 0.764 -0.303
N 3.121 0.254 -0.284
C 4.205 1.091 -0.253
O 4.125 2.296 -0.226
C 5.515 0.365 -0.235
C 6.564 0.962 0.456
C 7.808 0.358 0.505
C 8.018 -0.850 -0.158
C 6.981 -1.433 -0.872
C 5.736 -0.833 -0.910
H 4.956 -1.290 -1.499
H 7.161 -2.357 -1.399
Cl 9.558 -1.614 -0.108
Cl 9.089 1.102 1.380
H 6.393 1.905 0.952
H 3.274 -0.752 -0.225
C -0.442 0.793 -0.308
C -1.652 0.151 -0.056
C -2.840 0.871 -0.048
C -2.819 2.243 -0.292
C -1.616 2.882 -0.537
C -0.434 2.169 -0.546
H 0.509 2.655 -0.733
H -1.607 3.945 -0.723
H -3.743 2.805 -0.287
N -4.079 0.271 0.202
C -4.376 -1.041 0.408
O -3.562 -1.939 0.411
C -5.863 -1.299 0.646
C -6.342 -0.607 1.923
H -5.719 -0.895 2.767
H -7.368 -0.898 2.138
H -6.312 0.477 1.828
C -6.701 -0.887 -0.565
H -6.319 -1.356 -1.469
H -7.732 -1.204 -0.424
H -6.699 0.192 -0.709
H -5.955 -2.381 0.781
H -4.855 0.917 0.211
H -1.695 -0.904 0.151
H 1.715 -1.898 -0.634
H -0.004 -1.797 -1.002
H 0.534 -1.825 0.678
*
```

[5]
C19H19ClN2O4S in the gas phase, computed with ωB97M-V/def2-TZVPD.

As for the SMILES: COc1ccc(CCNC(=O)CSc2nc3cc(Cl)ccc3o2)cc1OC. The LUMO energy comes out at 0.582 eV. Its highest occupied orbital energy is -8.103 eV. For the HOMO-LUMO gap, the calculation gives 8.7 eV.

ORCA input file:
```
! RIJCOSX wB97M-V def2-TZVPD def2/J DEFGRID3
* xyz 0 1
C -3.192 -0.569 2.427
H -3.710 -0.131 3.281
H -3.186 -1.656 2.527
H -3.707 -0.293 1.505
O -1.886 -0.039 2.476
C -0.889 -0.598 1.725
C 0.398 -0.376 2.201
C 1.509 -0.871 1.546
C 1.357 -1.632 0.399
C 0.076 -1.836 -0.099
C -1.050 -1.319 0.527
O -2.321 -1.464 0.031
C -2.506 -2.188 -1.159
H -3.576 -2.147 -1.358
H -1.969 -1.732 -1.997
H -2.197 -3.232 -1.050
H -0.036 -2.416 -1.002
C 2.551 -2.201 -0.315
H 3.437 -2.080 0.309
C 2.806 -1.493 -1.656
N 2.856 -0.057 -1.502
C 3.945 0.564 -1.023
O 5.019 0.037 -0.830
C 3.726 2.062 -0.794
H 4.694 2.551 -0.697
H 3.144 2.509 -1.597
S 2.863 2.424 0.776
C 1.220 2.203 0.316
N 0.781 1.701 -0.800
C -0.590 1.746 -0.686
C -1.590 1.338 -1.555
C -2.888 1.515 -1.116
C -3.199 2.082 0.120
C -2.203 2.493 0.988
C -0.903 2.311 0.565
O 0.273 2.601 1.188
H -2.428 2.920 1.950
H -4.234 2.196 0.399
Cl -4.187 1.012 -2.137
H -1.363 0.908 -2.516
H 1.972 0.448 -1.473
H 2.015 -1.724 -2.372
H 3.767 -1.823 -2.059
H 2.406 -3.266 -0.508
H 2.495 -0.678 1.942
H 0.500 0.202 3.106
*
```

[6]
C19H19N3O5S in the gas phase, computed with ωB97M-V/def2-TZVPD.

As for the SMILES: CCOc1cccc(C(=O)Nc2ccc(S(=O)(=O)Nc3cc(C)on3)cc2)c1. The LUMO energy comes out at 0.119 eV. Its highest occupied orbital energy is -8.929 eV. For the HOMO-LUMO gap, the calculation gives 9.0 eV.

ORCA input file:
```
! RIJCOSX wB97M-V def2-TZVPD def2/J DEFGRID3
* xyz 0 1
C -6.008 -2.058 -1.474
C -6.347 -0.587 -1.694
O -6.446 0.137 -0.480
C -5.326 0.476 0.199
C -5.532 1.082 1.443
C -4.461 1.467 2.221
C -3.161 1.283 1.777
C -2.943 0.703 0.532
C -4.022 0.290 -0.245
H -3.797 -0.171 -1.194
C -1.588 0.446 -0.031
O -1.371 -0.464 -0.803
N -0.636 1.343 0.385
C 0.714 1.398 0.066
C 1.325 0.484 -0.794
C 2.675 0.596 -1.068
C 3.413 1.609 -0.487
C 2.825 2.522 0.367
C 1.476 2.422 0.639
H 1.004 3.135 1.300
H 3.430 3.307 0.792
S 5.175 1.695 -0.744
O 5.534 0.988 -1.931
O 5.639 3.033 -0.551
N 5.764 0.828 0.585
C 5.348 -0.467 0.767
N 5.008 -0.947 1.940
O 4.677 -2.253 1.747
C 4.806 -2.563 0.446
C 5.233 -1.464 -0.240
H 5.456 -1.347 -1.277
C 4.479 -3.942 0.013
H 3.407 -4.115 0.092
H 4.790 -4.087 -1.017
H 4.983 -4.663 0.653
H 5.810 1.370 1.434
H 3.164 -0.088 -1.742
H 0.736 -0.300 -1.240
H -0.958 2.085 0.993
H -2.339 1.553 2.423
H -4.638 1.913 3.188
H -6.547 1.226 1.778
H -7.341 -0.497 -2.139
H -5.622 -0.115 -2.367
H -6.018 -2.580 -2.426
H -6.744 -2.511 -0.814
H -5.025 -2.170 -1.022
*
```

[7]
C19H19N3O5S in the gas phase, computed with ωB97M-V/def2-TZVPD.

As for the SMILES: COc1cc(-c2nnc(SCC(=O)O)n2-c2ccccc2)cc(OC)c1OC. The LUMO energy comes out at 0.596 eV. Its highest occupied orbital energy is -8.075 eV. For the HOMO-LUMO gap, the calculation gives 8.7 eV.

ORCA input file:
```
! RIJCOSX wB97M-V def2-TZVPD def2/J DEFGRID3
* xyz 0 1
C 0.158 2.348 4.646
H 0.250 2.155 5.713
H 0.823 3.167 4.361
H -0.875 2.626 4.411
O 0.503 1.134 4.002
C 0.483 1.173 2.625
C -0.417 0.352 1.971
C -0.463 0.336 0.580
C 0.366 1.184 -0.136
C 1.293 2.006 0.505
C 1.381 1.980 1.905
O 2.317 2.751 2.578
C 3.292 2.010 3.291
H 3.913 1.425 2.603
H 3.909 2.746 3.802
H 2.839 1.336 4.021
O 2.030 2.761 -0.349
C 2.957 3.716 0.120
H 3.279 4.257 -0.770
H 2.500 4.409 0.828
H 3.826 3.243 0.585
H 0.326 1.243 -1.212
C -1.429 -0.527 -0.073
N -2.583 -0.867 0.437
N -3.241 -1.622 -0.448
C -2.483 -1.740 -1.506
N -1.307 -1.066 -1.338
C -0.198 -1.085 -2.204
C 1.053 -1.433 -1.709
C 2.138 -1.462 -2.565
C 1.978 -1.156 -3.907
C 0.727 -0.821 -4.396
C -0.366 -0.783 -3.549
H -1.344 -0.518 -3.923
H 0.598 -0.586 -5.442
H 2.828 -1.182 -4.571
H 3.111 -1.732 -2.183
H 1.165 -1.678 -0.664
S -2.893 -2.682 -2.900
C -4.376 -3.454 -2.195
C -4.069 -4.021 -0.823
O -3.040 -4.551 -0.508
O -5.129 -3.920 -0.026
H -4.913 -4.229 0.868
H -5.175 -2.718 -2.121
H -4.655 -4.256 -2.878
H -1.086 -0.270 2.542
*
```

[8]
A molecular structure, C19H19N6OReS, computed with ωB97M-V/def2-TZVPD.

The LUMO energy (spin up / spin down) comes out at -9.280 / -11.048 eV. Its highest occupied orbital energy (spin up / spin down) is -17.724 / -18.268 eV. For the HOMO-LUMO gap (spin up / spin down), the calculation gives 8.4 / 7.2 eV.

ORCA input file:
```
! RIJCOSX wB97M-V def2-TZVPD def2/J DEFGRID3
* xyz 3 4
Re -0.224 0.033 -0.213
N 0.924 0.041 -2.232
C -0.348 0.027 -2.943
C -0.559 -0.095 -4.290
C -1.888 -0.039 -4.714
C -2.909 0.147 -3.790
C -2.600 0.250 -2.447
N -1.325 0.180 -2.040
C 1.369 1.399 -1.956
C 2.234 2.166 -2.690
C 2.456 3.464 -2.229
C 1.804 3.922 -1.090
C 0.955 3.072 -0.406
N 0.756 1.819 -0.840
H 1.638 -0.557 -2.642
H 0.257 -0.229 -4.988
H -2.118 -0.132 -5.767
H -3.941 0.206 -4.108
H -3.353 0.386 -1.683
H 2.716 1.787 -3.581
H 3.129 4.117 -2.769
H 1.953 4.931 -0.732
H 0.431 3.376 0.490
O -1.016 -1.749 0.113
N -1.881 -1.949 1.142
C -2.246 -3.218 1.401
C -3.143 -3.463 2.412
C -3.655 -2.394 3.142
C -3.257 -1.100 2.848
C -2.351 -0.886 1.824
S -1.798 0.708 1.330
H -1.793 -3.970 0.771
H -3.436 -4.482 2.618
H -4.365 -2.570 3.939
H -3.642 -0.252 3.398
C 3.181 0.089 4.235
N 2.610 -0.282 2.929
C 3.115 -1.228 2.070
C 2.293 -1.258 0.993
N 1.282 -0.328 1.191
C 1.515 0.235 2.382
H 4.038 -0.549 4.425
H 2.439 -0.063 5.014
H 3.501 1.127 4.213
H 4.000 -1.796 2.300
H 2.344 -1.888 0.121
H 0.909 0.995 2.847
*
```